1.
Below is a 3-piece molecular cluster, C29H63N4O9P2S2 overall in a non-equilibrium geometry, with properties calculated with wB97M-V/def2-TZVPD.

Geometry as XYZ:
```
109
Properties=species:S:1:pos:R:3
C -2.589 5.151 6.966
C -2.234 3.980 6.310
C -2.947 2.612 6.648
N -2.669 1.549 5.660
C -1.963 0.321 5.791
P -1.094 -0.314 7.298
O 0.321 -1.040 6.738
O -2.048 -1.497 7.937
S -0.561 1.027 8.571
C -2.042 -0.336 4.514
P -1.409 -1.962 3.886
O -0.847 -2.975 5.054
O -2.579 -2.826 3.072
S 0.024 -1.594 2.607
N -2.765 0.486 3.601
C -3.121 0.276 2.185
C -4.438 -0.541 1.955
C -5.767 0.314 2.127
O -4.417 -1.098 0.622
C -3.085 1.594 4.354
C -3.860 2.817 3.764
C -2.753 3.672 2.944
C -2.912 5.232 3.121
C -2.647 5.906 1.687
C -4.085 6.090 0.999
C -4.252 7.661 0.739
C -4.478 8.493 2.058
C -5.628 7.942 3.009
H -1.829 5.795 7.472
H -3.647 5.539 6.979
H -1.461 4.057 5.505
H -2.792 2.312 7.710
H -4.056 2.841 6.553
H 0.627 -0.518 5.967
H -1.861 -1.479 8.902
H 0.126 -2.827 5.053
H -2.367 -2.819 2.116
H -3.245 1.284 1.697
H -2.215 -0.176 1.683
H -4.556 -1.415 2.663
H -6.665 -0.239 1.749
H -5.920 0.416 3.245
H -5.689 1.313 1.620
H -5.326 -1.363 0.399
H -4.627 2.529 3.008
H -4.276 3.486 4.554
H -1.719 3.405 3.321
H -2.788 3.324 1.879
H -2.151 5.692 3.812
H -3.923 5.520 3.511
H -2.053 5.157 1.086
H -2.075 6.864 1.753
H -4.117 5.550 0.007
H -4.914 5.666 1.621
H -5.021 7.831 -0.059
H -3.254 7.985 0.313
H -4.792 9.527 1.738
H -3.546 8.604 2.677
H -6.394 8.753 3.160
H -5.169 7.780 4.030
H -6.146 7.026 2.633
C 3.616 -6.065 -3.806
O 2.283 -6.032 -3.322
C 2.117 -6.727 -2.088
C 1.778 -5.746 -0.972
N 2.931 -4.911 -0.639
C 2.612 -3.794 0.248
C 1.688 -2.704 -0.303
O 2.253 -1.956 -1.368
C 2.061 -2.526 -2.656
H 3.624 -5.619 -4.802
H 4.282 -5.480 -3.165
H 3.982 -7.092 -3.883
H 2.990 -7.334 -1.832
H 1.268 -7.405 -2.219
H 1.468 -6.302 -0.081
H 0.932 -5.134 -1.309
H 3.323 -4.538 -1.495
H 3.565 -3.324 0.509
H 2.193 -4.187 1.181
H 1.519 -1.986 0.507
H 0.697 -3.088 -0.574
H 1.126 -3.087 -2.729
H 2.913 -3.161 -2.915
H 2.032 -1.712 -3.380
C 4.001 -1.085 -5.733
O 4.140 -2.455 -6.070
C 3.566 -2.782 -7.336
C 4.655 -3.175 -8.326
N 5.463 -2.016 -8.707
C 6.666 -2.362 -9.465
C 7.747 -3.168 -8.738
O 8.379 -2.462 -7.679
C 7.720 -2.553 -6.427
H 4.353 -0.952 -4.709
H 4.609 -0.455 -6.388
H 2.953 -0.773 -5.782
H 2.944 -1.973 -7.730
H 2.920 -3.649 -7.175
H 4.194 -3.600 -9.222
H 5.274 -3.948 -7.855
H 5.743 -1.522 -7.869
H 7.113 -1.416 -9.784
H 6.373 -2.892 -10.376
H 8.536 -3.377 -9.466
H 7.388 -4.146 -8.397
H 7.196 -3.504 -6.300
H 7.028 -1.715 -6.302
H 8.477 -2.469 -5.646
```

Properties
Largest force on an atom: 3.94 eV/A
Lowest unoccupied orbital energy: -3.62 eV
Kohn-Sham gap: 6.0041 eV
Charge: +1
Electronic energy: -3517.69093 a.u.

Mulliken atomic charge list, values in e, 5 entries: -0.82, 0.03, -1.15, 0.33, -0.50

***

2.
Below is a 10-piece molecular cluster, C29H63NO10PS overall in a non-equilibrium geometry, with properties calculated with wB97M-V/def2-TZVPD.

Geometry as XYZ:
```
105
Properties=species:S:1:pos:R:3
C 11.162 -1.831 -1.236
C 10.568 -0.478 -1.581
S 8.852 -0.650 -2.144
P 7.815 -1.628 -0.374
N 7.294 -3.060 -1.129
O 6.449 -0.783 -0.338
H 10.751 -2.223 -0.306
H 11.032 -2.577 -2.020
H 12.220 -1.671 -1.043
H 10.610 0.185 -0.717
H 11.106 -0.016 -2.407
H 8.413 0.621 -2.128
H 8.015 -3.769 -0.991
H 7.173 -2.965 -2.138
H 5.776 -1.184 -0.911
C 14.595 0.109 1.018
C 13.448 -0.287 1.913
O 12.471 -0.865 1.483
C 13.573 0.065 3.371
H 14.393 -0.199 -0.006
H 14.736 1.191 1.048
H 15.515 -0.366 1.359
H 13.677 1.145 3.487
H 14.458 -0.412 3.795
H 12.691 -0.273 3.909
C 2.537 1.690 2.176
C 2.902 0.233 2.254
O 2.048 -0.614 2.382
C 4.364 -0.132 2.127
H 1.461 1.797 2.275
H 3.024 2.264 2.967
H 2.844 2.102 1.212
H 4.939 0.334 2.929
H 4.747 0.223 1.171
H 4.476 -1.213 2.187
C 0.978 4.722 -0.833
C 0.053 4.070 0.165
O 0.392 3.876 1.311
C -1.306 3.662 -0.340
H 1.923 4.966 -0.352
H 1.157 4.043 -1.669
H 0.526 5.636 -1.222
H -1.195 2.942 -1.153
H -1.845 4.536 -0.712
H -1.874 3.208 0.469
C -0.525 -0.086 0.178
C 0.108 -0.021 -1.179
O 0.206 1.008 -1.814
C 0.634 -1.329 -1.726
H -0.862 0.908 0.469
H -1.375 -0.772 0.158
H 0.207 -0.444 0.905
H -0.181 -2.051 -1.800
H 1.389 -1.735 -1.050
H 1.070 -1.170 -2.711
C -3.428 -3.002 -2.112
C -3.310 -3.265 -0.632
O -2.615 -2.573 0.082
C -4.103 -4.425 -0.092
H -2.821 -2.140 -2.384
H -3.092 -3.871 -2.679
H -4.470 -2.802 -2.367
H -3.793 -5.350 -0.582
H -5.165 -4.271 -0.294
H -3.948 -4.521 0.979
C -8.513 -0.865 -3.392
C -7.779 -1.681 -2.354
O -7.623 -2.875 -2.488
C -7.259 -0.936 -1.155
H -8.840 -1.511 -4.203
H -9.381 -0.382 -2.940
H -7.856 -0.089 -3.788
H -8.073 -0.458 -0.610
H -6.552 -0.165 -1.469
H -6.754 -1.641 -0.496
C -1.036 -4.334 2.354
C -0.725 -5.808 2.312
O -1.596 -6.646 2.356
C 0.733 -6.193 2.206
H -2.109 -4.187 2.430
H -0.550 -3.869 3.214
H -0.679 -3.849 1.445
H 1.286 -5.802 3.061
H 1.164 -5.773 1.295
H 0.824 -7.277 2.182
C -9.275 3.146 1.720
C -8.930 1.700 1.483
O -8.406 1.327 0.454
C -9.265 0.724 2.585
H -8.989 3.745 0.861
H -10.349 3.248 1.885
H -8.750 3.509 2.606
H -10.338 0.740 2.784
H -8.742 1.003 3.501
H -8.969 -0.281 2.295
C -8.829 6.658 -2.381
C -9.798 5.889 -1.517
O -9.481 5.470 -0.427
C -11.181 5.666 -2.077
H -7.875 6.749 -1.868
H -8.681 6.139 -3.330
H -9.224 7.653 -2.590
H -11.119 5.111 -3.015
H -11.663 6.625 -2.276
H -11.779 5.104 -1.364
```

Properties
Largest force on an atom: 1.46 eV/A
Lowest unoccupied orbital energy: -3.56 eV
Kohn-Sham gap: 6.6890 eV
Charge: +1
Electronic energy: -2689.23877 a.u.

Mulliken atomic charge list, values in e, 5 entries: -1.09, -0.28, -0.09, 0.43, -0.61

***

3.
Below is C29H64N4O10V as an isolated structure in a non-equilibrium geometry, with properties calculated with wB97M-V/def2-TZVPD.

Geometry as XYZ:
```
108
Properties=species:S:1:pos:R:3
O 2.591 0.749 0.575
V 1.764 1.926 1.273
O 0.299 1.349 1.612
C 3.564 2.931 3.046
O 4.357 3.380 3.872
O 3.682 3.088 1.746
O 2.588 2.087 3.307
C -3.675 1.515 -0.266
C -2.171 1.596 -0.480
C -1.626 0.412 -1.219
O -1.731 -0.706 -0.354
C -1.493 -1.915 -1.014
N -1.813 2.825 -1.292
H -3.990 2.285 0.448
H -3.855 0.629 0.359
H -4.260 1.536 -1.180
H -1.619 1.774 0.445
H -0.559 0.567 -1.443
H -2.104 0.252 -2.198
H -0.446 -2.115 -1.283
H -2.094 -1.965 -1.932
H -1.789 -2.740 -0.363
H -2.223 3.619 -0.803
H -2.336 2.819 -2.168
C 4.784 4.052 -2.491
O 3.448 3.636 -2.606
C 3.224 2.401 -1.932
C 1.744 2.139 -1.866
N 1.086 2.771 -0.697
C 1.368 4.222 -0.596
C 0.614 4.742 0.612
O 0.824 3.958 1.753
C 0.001 4.294 2.847
H 5.441 3.339 -3.004
H 5.056 4.262 -1.455
H 4.858 4.984 -3.058
H 3.699 2.417 -0.943
H 3.728 1.631 -2.533
H 1.470 1.088 -1.918
H 1.293 2.610 -2.758
H 0.078 2.716 -0.879
H 1.011 4.795 -1.457
H 2.440 4.325 -0.441
H -0.468 4.681 0.374
H 0.776 5.819 0.755
H -1.016 3.920 2.702
H 0.109 5.361 3.068
H 0.415 3.805 3.731
C 2.354 -0.648 -4.381
C 3.206 -1.745 -3.736
C 3.267 -1.569 -2.212
C 1.976 -1.969 -1.526
C 1.513 -3.368 -1.920
C 1.454 -3.573 -3.444
N 2.716 -3.092 -3.996
O 2.775 -3.403 -5.404
C 1.407 -5.099 -3.649
C 0.175 -2.962 -4.036
C 4.637 -1.582 -4.253
H 2.313 -0.821 -5.460
H 2.707 0.363 -4.167
H 1.319 -0.632 -4.040
H 4.097 -2.113 -1.752
H 3.451 -0.516 -1.984
H 1.214 -1.250 -1.865
H 1.968 -1.865 -0.442
H 0.508 -3.505 -1.508
H 2.161 -4.135 -1.488
H 0.983 -5.380 -4.616
H 2.427 -5.496 -3.626
H 0.872 -5.615 -2.852
H -0.102 -2.026 -3.553
H 0.326 -2.729 -5.094
H -0.647 -3.675 -3.979
H 4.633 -1.880 -5.311
H 5.321 -2.270 -3.761
H 4.922 -0.534 -4.275
H 3.438 -4.098 -5.398
C -2.251 0.182 5.916
C -2.506 -0.245 4.465
C -1.325 -1.141 4.103
C -1.590 -2.081 2.921
C -2.809 -2.938 3.214
C -4.068 -2.103 3.493
N -3.712 -1.059 4.438
O -4.854 -0.367 4.902
C -4.512 -1.522 2.137
C -5.157 -3.003 4.055
C -2.550 0.998 3.581
H -1.368 0.804 6.026
H -2.164 -0.732 6.520
H -3.133 0.626 6.388
H -0.465 -0.549 3.770
H -0.997 -1.690 4.986
H -0.684 -2.675 2.788
H -1.734 -1.486 2.017
H -2.604 -3.623 4.043
H -3.004 -3.546 2.321
H -4.902 -2.325 1.500
H -5.332 -0.799 2.226
H -3.726 -0.995 1.600
H -5.228 -3.919 3.470
H -4.966 -3.243 5.103
H -6.115 -2.479 4.012
H -3.129 0.784 2.679
H -1.541 1.262 3.269
H -3.033 1.840 4.078
H -4.974 -0.652 5.814
```

Properties
Largest force on an atom: 3.12 eV/A
Lowest unoccupied orbital energy: 2.23 eV
Kohn-Sham gap: 6.4809 eV
Charge: -1
Electronic energy: -3058.80009 a.u.

Mulliken atomic charge list, values in e, 5 entries: -0.63, 0.57, -0.42, 0.81, -0.78

***

4.
Below is a 7-piece molecular cluster, C29H66BrClO9 overall in a non-equilibrium geometry, with properties calculated with wB97M-V/def2-TZVPD.

Geometry as XYZ:
```
106
Properties=species:S:1:pos:R:3
C -0.637 1.526 2.635
C -2.174 1.735 2.455
C -2.641 2.078 0.987
Cl -1.187 2.228 -0.086
C -3.758 1.134 0.440
C -3.149 -0.302 0.311
C -4.109 -1.395 -0.155
O -4.210 -1.661 -1.266
Br -5.187 -2.462 1.097
C -4.868 1.096 1.569
C -6.308 0.861 1.035
C -7.133 0.205 2.221
C -7.043 2.185 0.707
O -4.440 1.603 -0.739
C -3.849 1.294 -1.934
O -4.474 1.481 -2.905
H -0.063 2.448 2.497
H -0.522 1.254 3.700
H -0.257 0.668 2.067
H -2.635 0.834 2.876
H -2.401 2.608 3.085
H -3.078 3.087 1.030
H -2.817 -0.586 1.324
H -2.236 -0.294 -0.303
H -4.880 2.083 2.073
H -4.571 0.351 2.315
H -6.336 0.158 0.194
H -7.703 0.952 2.785
H -6.470 -0.362 2.893
H -7.779 -0.559 1.759
H -7.251 2.762 1.622
H -6.424 2.805 0.041
H -8.014 1.982 0.228
H -2.814 0.936 -2.039
C -0.756 0.283 -4.383
C 0.518 -0.252 -3.751
C 1.436 -0.889 -4.779
O 0.179 -1.221 -2.753
H -1.328 -0.522 -4.853
H -1.401 0.726 -3.623
H -0.534 1.042 -5.135
H 1.042 0.562 -3.247
H 0.949 -1.738 -5.267
H 2.337 -1.273 -4.297
H 1.732 -0.172 -5.547
H -0.285 -1.947 -3.189
C 0.199 1.953 8.005
C -0.726 2.800 7.145
C -1.944 3.259 7.931
O -1.146 2.046 6.007
H -0.314 1.052 8.355
H 1.064 1.623 7.427
H 0.553 2.511 8.874
H -0.183 3.668 6.769
H -2.527 2.401 8.279
H -2.603 3.858 7.301
H -1.654 3.856 8.798
H -1.628 1.273 6.325
C 3.897 -1.502 0.004
C 4.502 -1.673 -1.381
C 4.770 -0.329 -2.038
O 3.614 -2.436 -2.198
H 2.938 -0.977 -0.053
H 3.702 -2.474 0.458
H 4.563 -0.937 0.659
H 5.435 -2.238 -1.307
H 3.839 0.235 -2.163
H 5.194 -0.465 -3.034
H 5.461 0.269 -1.442
H 2.784 -1.945 -2.270
C -5.940 1.846 -6.066
C -5.028 1.815 -7.292
C -3.728 1.100 -6.986
O -4.757 3.151 -7.717
H -5.472 2.384 -5.239
H -6.869 2.370 -6.302
H -6.184 0.838 -5.727
H -5.535 1.314 -8.118
H -3.190 1.617 -6.185
H -3.073 1.091 -7.859
H -3.909 0.070 -6.673
H -4.308 3.604 -6.994
C 5.052 -5.583 -1.339
C 5.751 -5.557 0.012
C 5.916 -6.959 0.579
O 4.996 -4.759 0.925
H 4.049 -6.010 -1.250
H 4.932 -4.571 -1.727
H 5.617 -6.171 -2.065
H 6.731 -5.086 -0.090
H 4.942 -7.432 0.731
H 6.410 -6.924 1.552
H 6.507 -7.589 -0.090
H 4.127 -5.166 1.024
C 8.682 0.061 2.216
C 7.703 0.898 1.408
C 6.528 1.352 2.261
O 7.224 0.139 0.299
H 8.196 -0.842 2.597
H 9.514 -0.265 1.590
H 9.081 0.624 3.062
H 8.217 1.769 0.998
H 5.973 0.490 2.644
H 5.830 1.944 1.667
H 6.863 1.953 3.108
H 6.767 -0.637 0.646
```

Properties
Largest force on an atom: 3.77 eV/A
Lowest unoccupied orbital energy: 0.32 eV
Kohn-Sham gap: 10.1972 eV
Electronic energy: -4855.87997 a.u.
SMILES string: CC[C@@H](Cl)[C@@](CC(=O)Br)(CC(C)C)OC=O.CC(C)O.CC(C)O.CC(C)O.CC(C)O.CC(C)O.CC(C)O

Mulliken atomic charge list, values in e, 5 entries: -1.45, -0.24, 0.11, -0.17, 0.92